(1)
Entry from the Open Molecules 2025 dataset: a structure of composition C27H30BrF15NO7PS2Ti (ωB97M-V with the def2-TZVPD basis set).

Its largest force on an atom is 0.796 eV Å⁻¹. The charge is -2. As for the multiplicity: 3. The highest occupied orbital energy (spin up / spin down) is -2.1 / -2.4 eV. As for the energy above the lowest of the compared OMol25 structures with the same formula, charge and spin: 0.0 kJ/mol. For the lowest unoccupied orbital energy (spin up / spin down), the calculation gives 3.40 / 3.40 eV. Its gap between HOMO and LUMO (spin up / spin down) is 5.497 / 5.784 eV.

Positions of all 85 atoms, in Å:
Ti (-0.58522, 0.07212, -1.81279)
C (-2.10262, -1.62731, -2.36990)
C (-2.04875, -2.65510, -1.38933)
C (-1.20511, -3.65154, -1.85867)
C (-0.72535, -3.26882, -3.13797)
C (-1.27604, -2.03132, -3.46047)
H (-2.84021, -0.83319, -2.40740)
H (-2.58049, -2.65069, -0.44799)
H (-0.95117, -4.56006, -1.33013)
H (-0.02697, -3.82831, -3.74630)
H (-1.12885, -1.46588, -4.36999)
C (0.64343, -1.14144, 4.94848)
C (0.28146, -0.11785, 3.87151)
C (-1.12219, 0.43163, 4.14348)
P (0.46012, -0.54518, 2.04861)
C (0.16178, -2.37132, 1.85944)
C (1.15664, -3.37287, 2.43853)
C (-1.27290, -2.69850, 2.27590)
C (2.28135, -0.34366, 1.74679)
C (3.27477, -0.72830, 2.84163)
C (2.52536, 1.10631, 1.31951)
H (0.55665, -0.68195, 5.93995)
H (1.65946, -1.51845, 4.84179)
H (-0.03809, -1.99442, 4.92620)
H (0.97908, 0.72512, 3.96970)
H (-1.86550, -0.36966, 4.11830)
H (-1.40929, 1.17315, 3.39938)
H (-1.17046, 0.89890, 5.13332)
H (0.20259, -2.46716, 0.76686)
H (1.21123, -3.32830, 3.52809)
H (2.15557, -3.21698, 2.03406)
H (0.85279, -4.38800, 2.16063)
H (-1.39106, -2.70318, 3.36388)
H (-1.55538, -3.68781, 1.90523)
H (-1.97354, -1.97166, 1.85909)
H (2.46172, -0.96770, 0.86565)
H (3.17322, -0.07463, 3.71339)
H (4.29060, -0.61170, 2.45398)
H (3.16590, -1.76003, 3.17466)
H (2.28834, 1.79955, 2.13657)
H (1.91513, 1.37306, 0.45770)
H (3.57405, 1.24313, 1.04381)
F (-4.26160, 1.42294, -4.11558)
C (-3.56502, 2.35226, -3.44541)
F (-3.78045, 2.14538, -2.14712)
F (-4.11316, 3.54788, -3.75368)
C (-2.04045, 2.25598, -3.78207)
O (-1.51083, 1.17754, -3.22584)
C (-1.34769, 3.58184, -3.31517)
F (-1.82852, 4.00051, -2.13324)
F (-1.54420, 4.60128, -4.18547)
F (-0.04099, 3.41391, -3.18873)
C (-1.87952, 2.14490, -5.33983)
F (-0.62291, 2.43029, -5.70742)
F (-2.69534, 2.97811, -6.02834)
F (-2.14859, 0.90825, -5.75656)
Br (-3.52926, 5.41949, 4.36980)
C (-2.90378, 4.26209, 2.99106)
C (-3.69361, 3.19532, 2.59750)
C (-3.22540, 2.35427, 1.60120)
C (-1.99243, 2.57915, 1.00463)
C (-1.22626, 3.66385, 1.40787)
C (-1.67299, 4.51230, 2.40785)
C (-1.47954, 1.64611, -0.03760)
O (-0.42882, 1.92414, -0.66961)
O (-2.09227, 0.57445, -0.28943)
H (-4.65163, 3.02413, 3.06854)
H (-3.80381, 1.49987, 1.27323)
H (-0.26917, 3.82067, 0.92653)
H (-1.07755, 5.35380, 2.73364)
F (2.24994, -4.08984, -0.40813)
C (1.85802, -4.43211, -1.62588)
F (2.85615, -4.36766, -2.48277)
F (1.34048, -5.66267, -1.60743)
S (1.85295, -1.09210, -2.29371)
O (0.79389, -1.28889, -1.16046)
O (1.22652, 0.17881, -2.91214)
N (3.12463, -0.58157, -1.42995)
S (4.57992, -0.98278, -1.79218)
O (5.39754, -1.06675, -0.61051)
O (4.74197, -1.98924, -2.80967)
C (5.21542, 0.55078, -2.60871)
F (6.50689, 0.39499, -2.96709)
F (5.15513, 1.61118, -1.79335)
F (4.52432, 0.83710, -3.71401)

Löwdin analysis output, partial charges in e:
1 Ti 1.126
2 C -0.284
3 C -0.157
4 C -0.170
5 C -0.169
6 C -0.185
7 H 0.088
8 H 0.078
9 H 0.072
10 H 0.081
11 H 0.093
12 C -0.131
13 C -0.541
14 C -0.136
15 P 1.125
16 C -0.542
17 C -0.119
18 C -0.134
19 C -0.556
20 C -0.119
21 C -0.135
22 H 0.068
23 H 0.048
24 H 0.056
25 H 0.090
26 H 0.067
27 H 0.042
28 H 0.069
29 H 0.068
30 H 0.053
31 H 0.054
32 H 0.074
33 H 0.053
34 H 0.073
35 H 0.062
36 H 0.070
37 H 0.065
38 H 0.075
39 H 0.047
40 H 0.065
41 H 0.053
42 H 0.072
43 F 0.162
44 C -0.535
45 F 0.171
46 F 0.141
47 C -0.310
48 O -0.170
49 C -0.538
50 F 0.158
51 F 0.137
52 F 0.188
53 C -0.534
54 F 0.167
55 F 0.133
56 F 0.167
57 Br 0.678
58 C -0.690
59 C -0.128
60 C -0.013
61 C -0.132
62 C 0.001
63 C -0.122
64 C -0.629
65 O -0.060
66 O -0.062
67 H 0.096
68 H 0.126
69 H 0.128
70 H 0.096
71 F 0.129
72 C -0.422
73 F 0.130
74 F 0.103
75 S 0.776
76 O -0.565
77 O -0.520
78 N -0.380
79 S 0.501
80 O -0.316
81 O -0.325
82 C -0.673
83 F 0.096
84 F 0.113
85 F 0.120

---

(2)
Entry from the Open Molecules 2025 dataset: a structure of composition C27H30CaCl2N5O4S in a non-equilibrium geometry (ωB97M-V with the def2-TZVPD basis set).

Its largest force on an atom is 2.903 eV Å⁻¹. The charge is -1. The highest occupied orbital energy is -3.6 eV. As for the energy above the lowest of the compared OMol25 structures with the same formula, charge and spin: 295.7 kJ/mol. For the lowest unoccupied orbital energy, the calculation gives 2.34 eV. Its gap between HOMO and LUMO is 5.927 eV.

Positions of all 70 atoms, in Å:
Ca (-0.15852, 0.57487, -0.73865)
O (-0.17766, -1.04834, 0.35671)
C (-0.97062, -2.03725, 0.50978)
C (-0.80383, -2.91982, 1.61125)
C (-1.58385, -4.03227, 1.78182)
C (-2.58979, -4.34380, 0.86483)
C (-2.82716, -3.48110, -0.17403)
C (-2.05352, -2.32976, -0.37952)
C (-2.40532, -1.46503, -1.45499)
N (-1.77118, -0.41070, -1.78814)
C (-2.19002, 0.35278, -2.91769)
C (-2.29888, 1.81941, -2.49104)
N (-1.04270, 2.22067, -1.94584)
C (-0.51475, 3.31983, -2.29702)
C (0.72992, 3.84968, -1.81661)
C (1.09573, 5.13651, -2.23009)
C (2.24709, 5.74733, -1.78888)
C (3.05728, 5.07882, -0.87353)
C (2.72805, 3.81732, -0.44768)
C (1.57988, 3.12318, -0.91975)
O (1.36322, 1.91230, -0.56917)
H (-0.03397, -2.67105, 2.33127)
H (-1.43198, -4.67726, 2.63906)
H (-3.19915, -5.22728, 0.99633)
H (-3.63851, -3.67697, -0.86313)
H (-3.29996, -1.76934, -2.02770)
H (-3.14965, 0.00344, -3.33903)
H (-1.41101, 0.27403, -3.68794)
H (-3.05885, 1.87925, -1.69957)
H (-2.60975, 2.45706, -3.34053)
H (-1.05497, 3.96640, -3.01195)
H (0.44152, 5.67182, -2.90964)
H (2.50415, 6.74470, -2.11853)
H (3.94870, 5.56309, -0.49050)
H (3.34094, 3.33420, 0.30132)
Cl (0.79925, 0.77011, 2.41159)
C (-0.89395, 1.19619, 2.49029)
Cl (-1.26554, 2.27881, 1.17641)
H (-1.08362, 1.70926, 3.43446)
H (-1.51892, 0.30064, 2.37864)
C (-1.84690, -2.46169, 5.44859)
C (-2.87589, -2.43942, 4.35259)
C (-3.75198, -3.51114, 4.16994)
C (-4.66540, -3.37396, 3.13485)
N (-4.71971, -2.32134, 2.35750)
C (-3.81318, -1.34653, 2.57712)
S (-3.82560, -0.00842, 1.56098)
N (-2.89769, -1.37914, 3.57449)
H (-2.28537, -2.83093, 6.37570)
H (-1.44861, -1.46106, 5.59678)
H (-1.02674, -3.12526, 5.17192)
H (-3.72136, -4.39460, 4.79113)
H (-5.38804, -4.15819, 2.92055)
O (2.53546, 1.40573, -3.01389)
C (2.08057, 0.45230, -2.21603)
O (1.04997, -0.14063, -2.43771)
C (3.10519, -0.00959, -1.17982)
N (4.13831, 1.02190, -1.09066)
C (5.44235, 0.40721, -1.26364)
C (5.14683, -0.73565, -2.23175)
C (3.81694, -1.27149, -1.70193)
H (2.56790, -0.20806, -0.24805)
H (4.05890, 1.57580, -0.24799)
H (3.35945, 1.72568, -2.55271)
H (5.85326, 0.00683, -0.32438)
H (6.14340, 1.14298, -1.66874)
H (5.92979, -1.49160, -2.23901)
H (5.02795, -0.33882, -3.24075)
H (3.99596, -1.96556, -0.88174)
H (3.21613, -1.77711, -2.45593)

Löwdin analysis output, partial charges in e:
1 Ca 1.209
2 O -0.324
3 C -0.378
4 C -0.024
5 C -0.112
6 C -0.130
7 C -0.061
8 C -0.168
9 C -0.107
10 N -0.111
11 C -0.223
12 C -0.213
13 N -0.105
14 C -0.096
15 C -0.135
16 C -0.059
17 C -0.123
18 C -0.101
19 C -0.028
20 C -0.367
21 O -0.308
22 H 0.107
23 H 0.097
24 H 0.092
25 H 0.106
26 H 0.131
27 H 0.117
28 H 0.119
29 H 0.128
30 H 0.117
31 H 0.128
32 H 0.104
33 H 0.088
34 H 0.098
35 H 0.099
36 Cl 0.573
37 C -1.017
38 Cl 0.587
39 H 0.038
40 H -0.062
41 C -0.043
42 C -0.386
43 C -0.074
44 C -0.199
45 N 0.034
46 C -0.912
47 S 0.512
48 N 0.079
49 H 0.068
50 H 0.070
51 H 0.070
52 H 0.089
53 H 0.097
54 O 0.126
55 C -0.548
56 O -0.010
57 C -0.223
58 N -0.021
59 C -0.200
60 C -0.166
61 C -0.102
62 H 0.146
63 H 0.105
64 H 0.113
65 H 0.117
66 H 0.113
67 H 0.106
68 H 0.112
69 H 0.119
70 H 0.122

---

(3)
Entry from the Open Molecules 2025 dataset: a structure of composition C27H30Cl3GeO5PRuS2 in a non-equilibrium geometry (ωB97M-V with the def2-TZVPD basis set).

Its largest force on an atom is 1.039 eV Å⁻¹. The charge is -1. As for the multiplicity: 6. The highest occupied orbital energy (spin up / spin down) is -4.1 / -5.2 eV. As for the energy above the lowest of the compared OMol25 structures with the same formula, charge and spin: 91.3 kJ/mol. For the lowest unoccupied orbital energy (spin up / spin down), the calculation gives 2.43 / 1.26 eV. Its gap between HOMO and LUMO (spin up / spin down) is 6.503 / 6.497 eV.

Positions of all 70 atoms, in Å:
Ru (-0.15780, -0.56042, -0.29977)
C (-2.57094, 4.45657, 4.09542)
O (-1.42507, 3.96991, 4.77462)
C (-0.69356, 3.02444, 4.13590)
C (0.48667, 2.60493, 4.79644)
C (1.28360, 1.66374, 4.21774)
C (0.98163, 1.07256, 2.96761)
C (1.81974, 0.06482, 2.38174)
C (3.11747, -0.28834, 3.08794)
O (1.57289, -0.55898, 1.33883)
C (-0.20568, 1.51234, 2.28986)
O (-0.55425, 1.10681, 1.13542)
C (-1.03052, 2.48479, 2.92503)
H (-2.98112, 5.24183, 4.72567)
H (-3.31597, 3.66910, 3.95924)
H (-2.30810, 4.86550, 3.11739)
H (0.73496, 3.04506, 5.75362)
H (2.18096, 1.36578, 4.74462)
H (2.91824, -0.65959, 4.09369)
H (3.75578, 0.59276, 3.16389)
H (3.63107, -1.05773, 2.51636)
H (-1.90508, 2.77653, 2.36159)
C (-4.23560, -5.73673, -0.31732)
C (-3.95082, -4.32792, -0.79754)
O (-3.31221, -3.59728, 0.25364)
P (-1.93466, -2.80477, 0.12244)
S (-1.86345, -1.54774, 1.64382)
S (-1.67571, -2.20389, -1.78022)
O (-0.89160, -4.02928, 0.36634)
C (0.51436, -3.80167, 0.37832)
C (1.21114, -4.97489, -0.27878)
H (-4.74589, -6.29884, -1.10127)
H (-4.87241, -5.70896, 0.56716)
H (-3.30627, -6.24538, -0.06042)
H (-4.87784, -3.80325, -1.03269)
H (-3.32068, -4.33368, -1.68714)
H (0.83767, -3.66942, 1.41252)
H (0.76390, -2.87903, -0.16504)
H (1.03940, -5.88247, 0.30144)
H (2.28320, -4.78123, -0.33876)
H (0.81726, -5.11782, -1.28502)
C (4.70362, -3.11237, -2.90216)
C (3.46690, -3.58854, -3.31409)
C (2.33443, -2.80680, -3.16090)
C (2.41182, -1.53589, -2.58534)
C (3.66133, -1.07462, -2.15684)
C (4.79278, -1.85337, -2.32070)
C (1.18834, -0.72928, -2.46598)
C (1.07808, 0.45305, -1.81751)
C (1.77214, 1.66369, -1.68935)
C (1.84026, 2.41896, -0.49688)
C (2.51626, 3.61970, -0.46108)
C (3.12623, 4.12625, -1.60505)
C (3.05059, 3.41026, -2.79788)
C (2.39496, 2.20126, -2.84740)
H (5.59120, -3.71795, -3.03643)
H (3.38448, -4.57528, -3.75327)
H (1.36737, -3.17932, -3.48121)
H (3.73227, -0.10195, -1.68798)
H (5.75462, -1.47721, -1.99444)
H (0.33633, -1.11535, -3.01734)
H (1.33973, 2.05139, 0.38530)
H (2.55624, 4.18274, 0.46310)
H (3.63861, 5.07951, -1.57351)
H (3.50643, 3.80908, -3.69615)
H (2.31516, 1.64517, -3.77325)
Cl (-1.87952, 1.44586, -3.50359)
Ge (-1.92806, 1.31338, -1.23809)
Cl (-4.15124, 1.32356, -0.90462)
Cl (-1.56820, 3.48810, -0.80290)

Löwdin analysis output, partial charges in e:
1 Ru 0.935
2 C -0.080
3 O -0.078
4 C -0.284
5 C -0.027
6 C -0.045
7 C -0.115
8 C -0.391
9 C -0.017
10 O -0.076
11 C -0.376
12 O -0.365
13 C 0.056
14 H 0.087
15 H 0.097
16 H 0.097
17 H 0.107
18 H 0.101
19 H 0.082
20 H 0.086
21 H 0.078
22 H 0.104
23 C -0.078
24 C -0.307
25 O -0.347
26 P -0.153
27 S 0.346
28 S 0.308
29 O -0.353
30 C -0.335
31 C -0.070
32 H 0.072
33 H 0.075
34 H 0.075
35 H 0.120
36 H 0.069
37 H 0.117
38 H 0.050
39 H 0.074
40 H 0.075
41 H 0.074
42 C -0.103
43 C -0.097
44 C -0.048
45 C -0.215
46 C -0.018
47 C -0.085
48 C -0.164
49 C -0.206
50 C -0.264
51 C -0.042
52 C -0.080
53 C -0.097
54 C -0.095
55 C -0.031
56 H 0.094
57 H 0.099
58 H 0.111
59 H 0.112
60 H 0.100
61 H 0.041
62 H 0.077
63 H 0.104
64 H 0.092
65 H 0.097
66 H 0.119
67 Cl -0.075
68 Ge -0.139
69 Cl -0.068
70 Cl -0.005